Entry 1:
{
  "formula": "C4H12",
  "method": "ωB97M-V/def2-TZVPD",
  "symbols": ["C", "C", "H", "H", "H", "H", "H", "H", "C", "C", "H", "H", "H", "H", "H", "H"],
  "xyz": [[-0.636, -1.457, -0.448], [0.386, -2.585, -0.873], [-0.485, -0.472, -0.829], [-1.549, -1.777, -1.090], [-0.986, -1.556, 0.632], [1.079, -2.669, -0.014], [0.849, -2.358, -1.795], [-0.131, -3.607, -1.006], [-0.368, 1.624, 0.948], [0.729, 2.519, 0.461], [-1.419, 1.812, 0.669], [-0.096, 0.681, 0.409], [-0.390, 1.422, 2.001], [0.581, 2.593, -0.704], [1.723, 2.295, 0.811], [0.714, 3.536, 0.828]],
  "nbo_charge": [-0.575, -0.606, 0.253, 0.358, 0.257, 0.269, 0.239, 0.288, -0.527, -0.617, 0.265, 0.307, 0.244, 0.246, 0.271, 0.327],
  "e_above_lowest_kj_mol": 82.95,
  "homo_lumo_gap_ha": [0.5113, 0.1572],
  "energy_ha": -159.1382,
  "spin_multiplicity": 2,
  "total_charge": 1,
  "largest_force_ev_per_a": 4.02,
  "e_homo_ev": [-16.8, -15.4],
  "lumo_ev": [-2.91, -11.09]
}



Entry 2:
{
  "formula": "C4H9NO2",
  "method": "ωB97M-V/def2-TZVPD",
  "symbols": ["C", "C", "C", "O", "C", "O", "N", "H", "H", "H", "H", "H", "H", "H", "H", "H"],
  "xyz": [[-1.767, 0.124, -0.507], [-0.458, 0.483, 0.188], [-0.176, -0.286, 1.478], [1.155, -0.603, 1.061], [0.940, -0.083, -0.264], [0.897, -1.057, -1.252], [1.996, 0.808, -0.635], [-2.600, 0.453, 0.126], [-1.897, 0.596, -1.484], [-1.903, -0.960, -0.627], [0.035, -1.488, -1.223], [-0.386, 1.567, 0.312], [-0.200, 0.274, 2.418], [-0.779, -1.197, 1.582], [2.571, 0.367, -1.350], [2.572, 1.002, 0.176]],
  "nbo_charge": [-0.620, -0.296, -0.067, -0.542, 0.647, -0.707, -0.853, 0.223, 0.224, 0.192, 0.475, 0.222, 0.180, 0.161, 0.381, 0.378],
  "e_above_lowest_kj_mol": 156.88,
  "homo_lumo_gap_ha": 0.3866,
  "energy_ha": -363.0258,
  "smiles": "C[C@H]1CO[C@@]1(N)O",
  "total_charge": 0,
  "largest_force_ev_per_a": 0.37,
  "e_homo_ev": -9.6,
  "lumo_ev": 0.88
}



Entry 3:
{
  "formula": "C7H7NO2S",
  "method": "ωB97M-V/def2-TZVPD",
  "symbols": ["C", "C", "C", "C", "C", "C", "C", "N", "O", "O", "S", "H", "H", "H", "H", "H", "H", "H"],
  "xyz": [[1.818, 1.456, -0.301], [-1.399, -0.173, -0.953], [-1.513, -1.220, -0.149], [-0.575, 0.533, 1.128], [0.838, 0.614, -0.820], [-0.540, 0.915, -0.341], [-0.583, -0.934, 1.052], [2.600, 2.077, 0.278], [2.290, -0.876, 0.879], [1.183, -1.991, -0.944], [1.119, -1.013, 0.067], [-1.965, -0.233, -1.904], [-2.025, -2.139, -0.260], [0.518, 0.979, 1.491], [-1.349, 1.191, 1.628], [0.938, 0.584, -1.978], [-0.859, 1.830, -0.785], [-0.496, -1.600, 1.914]],
  "nbo_charge": [0.250, -0.172, -0.197, -0.444, -0.573, -0.267, -0.402, -0.266, -0.909, -0.930, 2.116, 0.238, 0.234, 0.252, 0.262, 0.293, 0.247, 0.269],
  "e_above_lowest_kj_mol": 176.66,
  "homo_lumo_gap_ha": 0.3765,
  "energy_ha": -874.2426,
  "smiles": "N#C[C@@H]1[C@H]2C=C[C@H](C2)S1(=O)=O",
  "total_charge": 0,
  "largest_force_ev_per_a": 5.80,
  "e_homo_ev": -9.8,
  "lumo_ev": 0.43
}



Entry 4:
{
  "formula": "C42H31BrN2O4PtSi",
  "method": "ωB97M-V/def2-TZVPD",
  "symbols": ["Pt", "O", "C", "C", "C", "C", "C", "C", "C", "O", "N", "N", "C", "C", "C", "C", "C", "C", "C", "O", "H", "H", "H", "H", "H", "H", "H", "H", "H", "H", "Br", "C", "C", "C", "C", "C", "C", "C", "C", "C", "C", "H", "H", "H", "H", "H", "H", "O", "Si", "C", "C", "C", "C", "C", "C", "C", "C", "C", "C", "C", "C", "C", "C", "C", "C", "C", "C", "H", "H", "H", "H", "H", "H", "H", "H", "H", "H", "H", "H", "H", "H", "H"],
  "xyz": [[1.514, -0.373, 0.373], [0.851, 1.873, 5.297], [0.036, 2.629, 4.522], [-0.809, 3.613, 5.063], [-1.519, 4.423, 4.183], [-1.408, 4.289, 2.782], [-0.581, 3.298, 2.300], [0.129, 2.454, 3.159], [0.932, 1.345, 2.523], [1.238, 1.551, 1.335], [1.201, 0.253, 3.241], [1.906, -0.649, 2.531], [2.313, -1.728, 3.134], [3.268, -2.681, 2.647], [3.537, -3.823, 3.417], [4.534, -4.721, 3.111], [5.297, -4.531, 1.956], [5.191, -3.442, 1.174], [4.219, -2.402, 1.519], [4.143, -1.358, 0.871], [0.856, 2.190, 6.218], [-0.870, 3.762, 6.147], [-2.086, 5.248, 4.612], [-1.890, 4.884, 2.030], [-0.471, 3.193, 1.221], [2.003, -1.871, 4.179], [2.960, -3.964, 4.315], [4.711, -5.540, 3.788], [6.037, -5.288, 1.672], [5.830, -3.291, 0.315], [1.599, -3.137, -0.279], [1.672, -2.671, -2.116], [1.424, -3.670, -3.017], [1.553, -3.398, -4.376], [1.916, -2.145, -4.780], [2.215, -1.124, -3.861], [2.634, 0.156, -4.302], [2.992, 1.124, -3.429], [2.780, 0.918, -2.056], [2.312, -0.277, -1.549], [2.082, -1.356, -2.461], [1.182, -4.664, -2.680], [1.373, -4.184, -5.097], [2.058, -1.948, -5.842], [2.766, 0.283, -5.390], [3.409, 2.079, -3.766], [2.970, 1.752, -1.361], [-0.439, -0.515, 0.106], [-1.734, 0.276, -0.533], [-1.212, 1.782, -1.553], [-0.106, 2.580, -1.294], [0.177, 3.690, -2.063], [-0.677, 4.044, -3.115], [-1.817, 3.291, -3.355], [-2.083, 2.175, -2.573], [-2.605, -0.952, -1.666], [-1.776, -1.638, -2.562], [-2.273, -2.641, -3.357], [-3.627, -2.963, -3.302], [-4.489, -2.227, -2.511], [-3.965, -1.266, -1.642], [-2.911, 0.745, 0.846], [-3.608, 1.963, 0.894], [-4.409, 2.278, 1.980], [-4.558, 1.383, 3.006], [-3.890, 0.179, 2.987], [-3.063, -0.138, 1.934], [0.587, 2.336, -0.510], [1.072, 4.275, -1.883], [-0.461, 4.902, -3.742], [-2.540, 3.596, -4.156], [-2.904, 1.527, -2.786], [-0.706, -1.436, -2.600], [-1.624, -3.267, -3.994], [-3.924, -3.801, -3.925], [-5.551, -2.451, -2.596], [-4.631, -0.746, -0.975], [-3.519, 2.678, 0.051], [-4.990, 3.214, 2.017], [-5.236, 1.627, 3.805], [-4.015, -0.505, 3.828], [-2.503, -1.070, 1.961]],
  "mulliken_spin": [1.754, 0.004, 0.020, -0.006, 0.010, -0.005, 0.003, 0.020, 0.023, 0.156, 0.150, 0.290, -0.124, 0.273, -0.145, 0.246, -0.081, 0.153, 0.035, 0.274, 0.000, 0.000, 0.001, 0.000, 0.000, 0.012, -0.002, 0.011, -0.001, 0.001, 0.114, -0.022, 0.009, -0.010, 0.013, -0.011, 0.061, -0.022, 0.044, 0.455, -0.050, 0.000, 0.000, 0.001, 0.002, 0.000, 0.016, 0.279, 0.040, -0.021, 0.018, 0.005, 0.000, 0.000, -0.001, 0.008, 0.004, -0.003, 0.002, -0.001, -0.001, 0.014, 0.000, 0.000, 0.000, -0.003, 0.003, -0.010, 0.000, 0.000, 0.000, 0.000, -0.008, 0.000, 0.000, 0.000, 0.000, 0.000, 0.000, 0.000, 0.000, 0.001],
  "e_above_lowest_kj_mol": 0.00,
  "homo_lumo_gap_ha": [0.2819, 0.2129],
  "energy_ha": -5012.2730,
  "spin_multiplicity": 5,
  "total_charge": 0,
  "largest_force_ev_per_a": 1.98,
  "e_homo_ev": [-7.8, -8.2],
  "lumo_ev": [-0.14, -2.39]
}